Molecular formula: C40H47BMnN7O6P2S
Method: DFT, ωB97M-V/def2-TZVPD

```
! wB97M-V def2-TZVPD RIJCOSX def2/J DEFGRID3
* xyz -1 2
Mn 1.37968 -0.50888 0.85070
O -0.33838 -1.22504 3.90872
C -0.92547 -0.90952 2.87103
O -0.45855 -0.84792 1.70253
C -2.37318 -0.51824 2.94398
C -3.01095 -0.59584 4.17584
C -4.33351 -0.20585 4.32063
C -5.01759 0.28208 3.20676
C -4.37563 0.34305 1.97404
C -3.05170 -0.07408 1.82087
P -2.15079 -0.03018 0.19331
C -2.40995 -1.77833 -0.32992
C -2.21755 -2.08165 -1.68053
C -2.38221 -3.37331 -2.15404
C -2.73873 -4.39512 -1.28331
C -2.92774 -4.10795 0.06063
C -2.76642 -2.81045 0.53222
C -3.42787 0.76694 -0.88044
C -3.12792 2.05150 -1.32775
C -4.01009 2.75049 -2.14498
C -5.19996 2.16054 -2.53930
C -5.50240 0.86824 -2.12095
C -4.62361 0.17950 -1.30078
H -2.42825 -0.95555 5.01140
H -4.82128 -0.27223 5.28552
H -6.04745 0.60930 3.29005
H -4.92351 0.72278 1.12586
H -1.95259 -1.28523 -2.37424
H -2.22843 -3.58172 -3.20581
H -2.86753 -5.40578 -1.65058
H -3.20420 -4.89594 0.75086
H -2.92232 -2.60515 1.58211
H -2.17413 2.49217 -1.05815
H -3.75045 3.74244 -2.49342
H -5.88496 2.69590 -3.18525
H -6.42451 0.39736 -2.43922
H -4.86342 -0.82807 -0.98172
B 4.85089 -0.31885 1.94204
N 4.54315 -0.61880 0.44085
C 5.46582 -0.97995 -0.45848
C 4.82811 -1.29036 -1.64637
C 3.47860 -1.08532 -1.36723
N 3.31771 -0.67437 -0.10319
N 3.74171 0.56424 2.54474
C 3.95932 1.59870 3.36789
C 2.76916 1.93058 3.98704
C 1.85482 1.01145 3.47019
N 2.44330 0.19072 2.60223
H 5.88641 0.30913 1.98359
H 4.93273 -1.36570 2.55195
H 6.50763 -0.98902 -0.18434
H 5.27225 -1.60603 -2.57443
H 2.62145 -1.19963 -2.00485
H 4.95351 2.00025 3.47189
H 2.59053 2.71003 4.70771
H 0.81263 0.90048 3.69803
O 0.88797 3.05335 -3.61684
S -0.18987 2.14492 -3.30713
O -1.52891 2.66800 -3.42225
N 0.05723 1.42929 -1.88219
C 0.34357 0.14588 -2.01278
O 0.70717 -0.65891 -1.12598
C 0.26443 -0.35221 -3.43555
C 0.44545 -1.63965 -3.90721
C 0.32557 -1.85805 -5.27501
C 0.03106 -0.80932 -6.14358
C -0.15340 0.48340 -5.66363
C -0.03064 0.67739 -4.30370
H 0.66044 -2.44731 -3.21785
H 0.45943 -2.85632 -5.67269
H -0.05804 -1.00496 -7.20493
H -0.38767 1.30461 -6.32811
C -0.11982 4.83302 0.62956
N 0.08036 3.53732 1.24768
C -1.06462 2.98364 1.94559
C 1.04062 2.66798 0.78711
O 0.80783 1.46256 0.77951
N 2.19853 3.22913 0.34309
C 3.08650 2.46989 -0.51523
C 2.78174 4.38846 0.98467
H -1.14997 4.90334 0.27154
H 0.53920 4.94614 -0.22789
H 0.05578 5.65960 1.32639
H -1.97254 3.09137 1.34391
H -1.21394 3.49599 2.90029
H -0.90609 1.92311 2.11775
H 2.57192 1.58374 -0.86487
H 3.99166 2.16819 0.02155
H 3.35713 3.07606 -1.38261
H 2.20720 4.66189 1.86669
H 2.83689 5.24763 0.30833
H 3.79617 4.13812 1.30715
C 3.23070 -3.60734 1.11795
P 1.56255 -2.88562 0.93181
C 0.65955 -3.70525 2.28542
C 0.92477 -3.77770 -0.53234
H 3.19067 -4.69866 1.14853
H 3.67293 -3.23166 2.04179
H 3.86649 -3.29004 0.28982
H 0.95391 -4.75371 2.37683
H -0.40979 -3.64606 2.07720
H 0.84729 -3.16863 3.21408
H 0.81573 -4.84601 -0.33149
H 1.62370 -3.63979 -1.35986
H -0.04306 -3.35462 -0.81646
*
```

* LUMO energy (spin up / spin down): 2.527 / 2.528 eV
* ⟨S²⟩: 0.800
* HOMO-LUMO gap (spin up / spin down): 7.4102 / 7.3238 eV
* largest force on an atom: 0.0238 hartree/bohr

Mulliken population analysis, charges in e, atoms 1 to 8: 0.1911, -0.8608, -0.2131, 0.2316, -0.3460, -0.6205, -0.8537, -0.6267

=====

Molecular formula: C40H47BeCl3GeN5O3P
Method: DFT, ωB97M-V/def2-TZVPD

```
! wB97M-V def2-TZVPD RIJCOSX def2/J DEFGRID3
* xyz 1 2
Be 0.94759 -0.31196 1.13181
Cl 6.23466 3.54852 2.81422
C 4.91109 2.71274 2.06671
C 3.88481 2.22350 2.84985
C 2.85561 1.55373 2.21817
Cl 1.50888 0.91895 3.15032
C 2.78894 1.33177 0.83640
O 1.77251 0.67958 0.28349
C 3.84721 1.86823 0.09253
Cl 3.82711 1.68013 -1.62321
C 4.89379 2.54336 0.69254
H 3.88259 2.36750 3.92165
H 5.69486 2.94097 0.08404
C 3.33015 -6.04234 2.07116
N 2.77636 -4.86997 1.39729
N 2.18781 -3.82422 2.07865
C 2.09978 -2.75549 1.23993
O 1.57106 -1.67443 1.62508
C 2.66120 -3.14058 0.00751
C 3.08721 -4.43817 0.15931
C 3.79203 -5.32764 -0.80438
C 1.56846 -3.95706 3.35671
C 1.79059 -2.97293 4.30694
C 1.16057 -3.07188 5.53964
C 0.33683 -4.15238 5.82384
C 0.12163 -5.13235 4.86177
C 0.72746 -5.03029 3.61796
H 3.30062 -5.88919 3.14403
H 4.36595 -6.17484 1.76888
H 2.76328 -6.93821 1.82649
H 2.75810 -2.50986 -0.86232
H 3.76384 -4.88631 -1.79656
H 3.32430 -6.31161 -0.84354
H 4.83899 -5.46304 -0.52364
H 2.43742 -2.13611 4.07819
H 1.32791 -2.30529 6.28555
H -0.13264 -4.23413 6.79606
H -0.52746 -5.97291 5.07303
H 0.53195 -5.77010 2.84848
C -2.30001 -2.88980 2.21632
N -2.54304 -1.44409 2.29500
C -2.47826 -0.93907 3.66945
P -2.06611 -0.47870 1.05532
O -0.57880 -0.32128 0.85323
N -2.64947 1.00526 1.39773
C -4.07876 1.24578 1.57065
C -1.80415 2.16999 1.67274
N -2.66479 -1.21480 -0.27249
C -1.99538 -1.13534 -1.57644
C -4.04755 -1.68479 -0.35669
H -3.15800 -3.43599 2.61159
H -1.41733 -3.15751 2.80514
H -2.13737 -3.19624 1.18585
H -1.48324 -1.09061 4.10376
H -3.20316 -1.47369 4.28459
H -2.71753 0.12102 3.70280
H -4.66316 0.37201 1.29246
H -4.39178 2.08065 0.94009
H -4.31162 1.49616 2.60984
H -0.76696 1.96579 1.42411
H -1.87008 2.45228 2.72824
H -2.13906 3.01563 1.06859
H -0.96169 -0.82142 -1.45627
H -2.49787 -0.42901 -2.24174
H -2.01087 -2.12660 -2.03648
H -4.47437 -1.81196 0.63478
H -4.06645 -2.65425 -0.85822
H -4.66701 -0.99186 -0.93186
C 1.09700 0.65232 -3.43062
Ge 0.18828 1.83183 -2.15168
C 0.95094 3.63053 -2.00746
C 1.84133 4.15103 -2.94652
C 2.22827 5.48460 -2.89399
C 1.74232 6.31176 -1.88939
C 0.87344 5.80111 -0.93438
C 0.48005 4.46953 -0.99726
C -1.63259 2.18377 -2.88347
C -2.70950 2.02018 -2.04680
C -4.04380 2.19056 -2.48964
C -4.29103 2.50010 -3.79290
C -3.21825 2.68302 -4.70297
C -3.46527 3.01699 -6.05901
C -2.43687 3.23444 -6.92678
C -1.10161 3.13697 -6.47379
C -0.83575 2.80262 -5.17777
C -1.88040 2.54742 -4.24769
H 1.81610 1.20656 -4.03784
H 0.33669 0.21480 -4.07954
H 1.63229 -0.13805 -2.90196
H 2.25587 3.51304 -3.72119
H 2.90938 5.87837 -3.63861
H 2.04649 7.35069 -1.84911
H 0.49953 6.44087 -0.14475
H -0.20503 4.08153 -0.24846
H -2.54250 1.73015 -1.01421
H -4.86799 2.07083 -1.79558
H -5.30759 2.61813 -4.15238
H -4.49354 3.10389 -6.39189
H -2.63813 3.48851 -7.95962
H -0.28739 3.33842 -7.15910
H 0.19002 2.75026 -4.84029
*
```

* LUMO energy (spin up / spin down): -1.947 / -2.261 eV
* ⟨S²⟩: 0.752
* HOMO-LUMO gap (spin up / spin down): 6.9964 / 7.4712 eV
* largest force on an atom: 0.0128 hartree/bohr

Mulliken population analysis, charges in e, atoms 1 to 8: -0.7226, -0.2165, 0.3561, -0.9860, 1.0950, -0.1607, -0.8226, 1.0005

=====

Molecular formula: C40H47BrO29
Method: DFT, ωB97M-V/def2-TZVPD

```
! wB97M-V def2-TZVPD RIJCOSX def2/J DEFGRID3
* xyz 0 1
O -1.35407 -3.93124 -1.64989
C -1.19900 -2.73659 -1.57888
C -1.83000 -1.73366 -2.60134
C -1.15569 -0.60325 -2.93310
C 0.25369 -0.35527 -2.31566
O 1.18907 0.11555 -2.91450
C 0.40022 -0.81838 -0.82909
C 1.20390 -0.08296 0.14721
C 1.92431 1.25407 -0.25908
C 0.75627 2.31923 -0.47917
C 0.83508 3.07735 -1.84592
Br -0.46718 4.59044 -1.75551
C 1.28981 -0.61992 1.50121
C 0.58122 -1.83056 1.86778
C -0.22600 -2.55946 0.88012
C -0.33290 -2.05794 -0.47274
H -2.83694 -1.87107 -3.05182
H -1.56420 0.16747 -3.62955
H 2.51679 1.63181 0.60979
H 2.59233 1.12772 -1.14160
H -0.22361 1.78408 -0.41790
H 0.76171 3.05012 0.36527
H 0.51464 2.47797 -2.72970
H 1.87670 3.42852 -2.04516
H 1.89701 -0.12438 2.29672
H 0.61063 -2.25689 2.89991
H -0.77136 -3.47954 1.17896
O 4.35213 1.06879 1.76865
C 4.82543 2.16305 1.74850
O 4.20203 3.25755 1.23640
C 4.97761 4.39831 1.59770
C 6.34455 3.81278 1.81815
O 6.05508 2.47765 2.23037
H 4.96425 5.14513 0.80464
H 4.55778 4.83774 2.50588
H 6.93844 3.77847 0.90154
H 6.90788 4.34290 2.58479
O 4.08234 -4.28407 2.23682
C 3.60230 -4.78714 1.27062
O 4.31517 -5.23445 0.20233
C 3.41716 -5.96615 -0.62803
C 2.07714 -5.39618 -0.26019
O 2.26878 -4.98936 1.09370
H 3.65696 -5.82213 -1.68062
H 3.50027 -7.02912 -0.38707
H 1.81409 -4.52040 -0.85932
H 1.27532 -6.12947 -0.33657
O 5.24003 6.31053 -2.51884
C 4.77383 5.81082 -3.49591
O 5.50393 5.33089 -4.53519
C 4.60917 4.61592 -5.38907
C 3.27832 5.23229 -5.06756
O 3.44091 5.64897 -3.71254
H 4.88403 4.74017 -6.42930
H 4.65149 3.55412 -5.13505
H 3.06175 6.10910 -5.68332
H 2.45665 4.52374 -5.16103
O 4.10856 3.36739 -7.99430
C 4.60458 3.92984 -8.91996
O 5.00212 5.23024 -8.90294
C 5.74452 5.46307 -10.09764
C 5.22602 4.39785 -11.02356
O 4.84536 3.35710 -10.12676
H 5.56767 6.46906 -10.47544
H 6.80910 5.34803 -9.88013
H 4.34515 4.72148 -11.58352
H 5.98240 4.04919 -11.72523
O -1.05339 2.06198 1.70581
C -2.08664 1.48027 1.57400
O -3.11840 1.91275 0.80419
C -4.06169 0.84478 0.72134
C -3.76515 0.04486 1.95632
O -2.37946 0.29895 2.17513
H -5.08179 1.22501 0.70510
H -3.87799 0.28187 -0.19788
H -4.33040 0.39063 2.82496
H -3.94613 -1.01855 1.81763
O -6.88349 -0.49425 2.33706
C -6.89255 -1.55781 1.79602
O -6.02275 -1.93047 0.82122
C -6.20705 -3.32863 0.59804
C -7.61311 -3.55776 1.07777
O -7.77446 -2.54984 2.07532
H -6.07812 -3.57504 -0.45477
H -5.46821 -3.88032 1.18422
H -8.35558 -3.39907 0.29210
H -7.75390 -4.55083 1.50156
O -2.01785 6.34326 6.19909
C -2.04063 5.28457 5.65699
O -1.17976 4.90322 4.67676
C -1.38229 3.50902 4.45239
C -2.78720 3.29223 4.93871
O -2.93514 4.29620 5.93873
H -1.26243 3.26252 3.39888
H -0.64678 2.94737 5.03456
H -3.53233 3.46012 4.15542
H -2.93540 2.29838 5.36049
O 2.69219 -9.96631 -0.26865
C 3.00364 -9.77455 0.86373
O 4.10388 -10.30540 1.45901
C 4.25353 -9.66480 2.72437
C 2.85793 -9.19445 3.02776
O 2.30357 -8.99292 1.73028
H 4.63192 -10.36217 3.47049
H 4.96087 -8.83820 2.62027
H 2.26579 -9.94897 3.55179
H 2.84384 -8.27054 3.60464
O -10.57241 -0.24837 7.79247
C -10.13777 -0.23898 6.68580
O -8.81536 -0.31939 6.37737
C -8.71887 -0.50738 4.96707
C -10.01492 0.06265 4.46386
O -10.89993 -0.14588 5.56129
H -7.85152 0.01047 4.56428
H -8.62267 -1.57619 4.75893
H -9.95005 1.13451 4.26002
H -10.37633 -0.44549 3.57071
*
```

* LUMO energy: -0.884 eV
* HOMO-LUMO gap: 8.1612 eV
* SMILES: O=C1C=CC(=O)c2c(CCCBr)cccc21.O=C1OCCO1.O=C1OCCO1.O=C1OCCO1.O=C1OCCO1.O=C1OCCO1.O=C1OCCO1.O=C1OCCO1.O=C1OCCO1.O=C1OCCO1
* largest force on an atom: 0.0408 hartree/bohr

Mulliken population analysis, charges in e, atoms 1 to 8: -0.5837, -0.0349, -0.6086, -0.4694, 0.3736, -0.5598, 0.7889, 0.2685

=====

Molecular formula: C40H47ClGaNOPSi2
Method: DFT, ωB97M-V/def2-TZVPD

```
! wB97M-V def2-TZVPD RIJCOSX def2/J DEFGRID3
* xyz 1 1
Ga 0.26760 -0.22851 -0.23128
C -1.65674 0.05316 -0.08841
Si -2.28531 -1.31948 0.96141
C -1.45606 -2.76201 0.09194
N -0.02476 -2.50278 -0.29345
C 0.22172 -3.17986 -1.60261
C 0.06155 -4.69320 -1.53303
C 0.87402 -5.28961 -0.36064
C 1.74830 -4.22105 0.29008
C 0.90083 -3.05587 0.77591
C -4.12418 -1.55578 0.90675
C -4.76703 -1.97093 -0.26597
C -6.14923 -2.08005 -0.32498
C -6.91464 -1.76932 0.79226
C -6.29816 -1.35277 1.96397
C -4.91237 -1.24939 2.02127
C -1.71699 -1.15150 2.71782
C -1.40834 0.09773 3.26662
C -1.11248 0.23177 4.61863
C -1.10524 -0.88639 5.44011
C -1.39959 -2.13897 4.91371
C -1.70897 -2.26522 3.56686
H -1.84098 1.05911 0.29752
H -2.10147 -0.02633 -1.08701
H -2.03493 -2.92724 -0.82179
H -1.52329 -3.69210 0.66344
H 1.22983 -2.95856 -1.93126
H -0.45807 -2.74378 -2.33473
H 0.39330 -5.10269 -2.48849
H -0.99331 -4.95351 -1.44075
H 1.48171 -6.12881 -0.69846
H 0.19363 -5.68828 0.39678
H 2.51861 -3.87343 -0.40582
H 2.28122 -4.62592 1.15163
H 1.51740 -2.25941 1.16527
H 0.27351 -3.39726 1.59994
H -4.18858 -2.21193 -1.15470
H -6.62948 -2.40828 -1.23900
H -7.99333 -1.85498 0.74864
H -6.89485 -1.11406 2.83582
H -4.44236 -0.93467 2.94801
H -1.40392 0.98373 2.64003
H -0.88303 1.20689 5.02960
H -0.87505 -0.78352 6.49278
H -1.40007 -3.01172 5.55566
H -1.96348 -3.24810 3.17775
Cl 2.05377 -0.72286 -2.15503
C 2.95503 0.77737 -2.42284
C 4.25304 0.65094 -2.87113
C 4.98223 1.81215 -3.08571
C 4.40659 3.05481 -2.85082
C 3.09596 3.14388 -2.40214
C 2.33924 1.99651 -2.18245
P 0.64205 2.01575 -1.54190
C -0.41042 2.06773 -3.01640
C -1.77912 2.29233 -2.84148
C -2.63534 2.26509 -3.93037
C -2.13701 1.99545 -5.20098
C -0.78207 1.76270 -5.37938
C 0.08201 1.80156 -4.29079
C 0.45298 3.60340 -0.71524
C 0.04255 4.75608 -1.37951
C -0.04906 5.95475 -0.68532
C 0.26344 6.00276 0.66735
C 0.66200 4.85189 1.33656
C 0.74950 3.65005 0.64865
H 4.68712 -0.32567 -3.03906
H 6.00584 1.73909 -3.43034
H 4.98094 3.95724 -3.01578
H 2.65398 4.11407 -2.20786
H -2.17470 2.50357 -1.85382
H -3.69245 2.45283 -3.78877
H -2.80721 1.97135 -6.05155
H -0.39099 1.56010 -6.36856
H 1.14191 1.63771 -4.44425
H -0.20375 4.71927 -2.43411
H -0.36562 6.85185 -1.20139
H 0.18881 6.94025 1.20351
H 0.89592 4.88976 2.39245
H 1.04484 2.74335 1.16746
C 3.97652 1.57355 0.98615
Si 2.95352 0.25382 1.79421
C 3.93799 -1.31849 1.80731
C 2.56916 0.74754 3.52707
O 1.55101 0.07301 0.95662
H 4.93304 1.69049 1.50880
H 3.47648 2.54868 0.99184
H 4.19810 1.31265 -0.05267
H 4.91057 -1.14520 2.27997
H 4.12466 -1.67753 0.78938
H 3.43905 -2.11333 2.37040
H 3.49777 0.92556 4.08182
H 2.00905 -0.03944 4.04029
H 1.97410 1.66650 3.56195
*
```

* LUMO energy: -2.059 eV
* HOMO-LUMO gap: 8.8802 eV
* largest force on an atom: 0.0094 hartree/bohr
* ΔE to the lowest compared entry with this formula, charge and spin: 32.1 kJ/mol

Mulliken population analysis, charges in e, atoms 1 to 8: 0.7446, -1.0311, -1.5973, -1.0452, 1.2137, -1.3018, -0.7248, -0.8370